Entry 1:
The following is a DFT calculation (ωB97M-V/def2-TZVPD) of a gas-phase ion, C8H8NO3S (charge -1).

Output
* HOMO-LUMO gap: 8.37 eV
* structure (SMILES): C[C@H]1C=CC=C[C@@]1(C#N)S(=O)(=O)[O-]
* DFT total energy: -26893.3294 eV
* HOMO level: -4.8 eV
* charge: -1
* energy relative to the best compared isomer or geometry (same formula, charge and spin): 8.9 kcal/mol

Each line ends with the natural charge from an NBO analysis.
Atoms and positions in Å:
C1 1.59 0.55 -1.47  -0.64
C2 0.15 0.00 -1.05  -0.25
C3 0.00 -1.47 -0.89  -0.11
C4 -1.09 -1.96 -0.28  -0.24
C5 -1.91 -1.11 0.53  -0.27
C6 -1.49 0.10 0.84  -0.12
C7 -0.32 0.71 0.23  -0.48
C8 -0.43 2.18 0.11  0.34
N1 -0.40 3.33 0.04  -0.37
S1 0.87 0.39 1.69  2.44
O1 0.97 -1.04 1.69  -1.01
O2 2.06 1.09 1.24  -1.01
O3 0.21 0.92 2.86  -1.00
H1 2.05 0.97 -0.56  0.29
H2 1.56 1.40 -2.01  0.20
H3 2.05 -0.29 -1.96  0.19
H4 -0.51 0.25 -1.81  0.20
H5 0.57 -2.09 -1.66  0.19
H6 -1.18 -3.07 -0.15  0.20
H7 -2.65 -1.59 1.11  0.20
H8 -2.12 0.74 1.49  0.23

***

Entry 2:
The following is a DFT calculation (ωB97M-V/def2-TZVPD) of a molecular structure, C7H17ClNOS.

Output
* HOMO-LUMO gap: 6.83 eV
* DFT total energy: -34420.1175 eV
* HOMO level: -12.5 eV
* charge: +1

Each line ends with the natural charge from an NBO analysis.
Atoms and positions in Å:
C1 1.49 -1.71 3.64  -0.73
C2 1.39 -0.32 3.16  0.64
C3 0.04 0.21 2.94  -0.75
N1 2.49 0.38 2.93  -0.77
S1 2.87 0.49 1.40  0.95
Cl1 3.85 -1.18 0.76  -0.12
H1 0.87 -2.30 2.97  0.27
H2 1.14 -1.79 4.66  0.30
H3 2.51 -2.05 3.55  0.26
H4 0.08 1.06 2.27  0.25
H5 -0.56 -0.59 2.53  0.27
H6 -0.39 0.57 3.88  0.31
H7 1.66 0.38 0.78  0.12
C4 -1.39 1.69 -3.75  -0.65
C5 -0.25 1.25 -2.85  -0.07
O1 -0.61 1.15 -1.48  -0.56
C6 -1.63 0.21 -1.17  -0.06
C7 -1.28 -1.22 -1.54  -0.64
H8 -1.83 2.62 -3.39  0.22
H9 -1.03 1.84 -4.77  0.23
H10 -2.19 0.94 -3.79  0.21
H11 0.54 2.00 -2.90  0.19
H12 0.19 0.32 -3.21  0.16
H13 -2.57 0.51 -1.63  0.18
H14 -1.78 0.28 -0.09  0.17
H15 -1.19 -1.35 -2.62  0.22
H16 -2.06 -1.90 -1.20  0.23
H17 -0.33 -1.52 -1.09  0.19

***

Entry 3:
The following is a DFT calculation (ωB97M-V/def2-TZVPD) of 7 unconnected molecules or ions with the total composition C6H27NO6S.

Output
* HOMO-LUMO gap: 8.94 eV
* structure (SMILES): CCCCNCCS.O.O.O.O.O.O
* DFT total energy: -31266.4297 eV
* HOMO level: -8.9 eV
* energy relative to the best compared isomer or geometry (same formula, charge and spin): 118.5 kcal/mol

Each line ends with the natural charge from an NBO analysis.
Atoms and positions in Å:
C1 2.73 -0.86 -2.34  -0.61
C2 1.36 -0.10 -2.43  -0.42
C3 1.38 1.40 -1.85  -0.39
C4 1.67 1.26 -0.27  -0.24
N1 0.33 1.24 0.51  -0.66
C5 0.12 0.36 1.69  -0.26
C6 1.18 0.75 2.70  -0.52
S1 2.30 -0.53 3.47  -0.06
H1 3.03 -1.51 -3.23  0.21
H2 3.47 0.03 -2.20  0.20
H3 2.80 -1.47 -1.55  0.19
H4 1.06 -0.27 -3.45  0.20
H5 0.54 -0.63 -1.93  0.23
H6 2.24 1.91 -2.35  0.20
H7 0.61 1.92 -2.19  0.20
H8 2.15 2.20 0.07  0.18
H9 2.28 0.33 -0.24  0.21
H10 -0.39 1.10 -0.13  0.37
H11 -0.77 0.76 2.18  0.21
H12 -0.04 -0.78 1.42  0.20
H13 1.89 1.58 2.26  0.21
H14 0.68 1.25 3.59  0.24
H15 1.71 -0.77 4.64  0.13
O1 -1.80 -3.68 -0.62  -0.98
H16 -0.91 -3.46 -0.22  0.50
H17 -1.73 -3.68 -1.65  0.50
O2 -2.98 1.64 -1.74  -0.96
H18 -2.52 2.36 -1.86  0.48
H19 -3.97 1.71 -1.58  0.51
O3 -1.43 -0.44 -2.42  -0.99
H20 -1.41 -0.50 -3.35  0.47
H21 -2.25 0.10 -2.16  0.50
O4 -3.31 -2.11 1.03  -0.98
H22 -3.04 -2.86 0.47  0.50
H23 -2.99 -1.37 0.47  0.47
O5 -1.99 -2.54 3.41  -0.96
H24 -2.00 -1.70 3.73  0.47
H25 -2.53 -2.80 2.76  0.49
O6 0.46 3.64 1.92  -0.94
H26 0.80 3.15 1.04  0.48
H27 1.26 3.35 2.40  0.45

***

Entry 4:
The following is a DFT calculation (ωB97M-V/def2-TZVPD) of a molecular structure, C4H11ClIO5SiTc.

Output
* HOMO-LUMO gap (spin up / spin down): 7.81 / 8.36 eV
* DFT total energy: -45248.4107 eV
* HOMO level (spin up / spin down): -13.6 / -13.8 eV
* charge: +1
* 2S+1: 2
* energy relative to the best compared isomer or geometry (same formula, charge and spin): 14.6 kcal/mol

Each line ends with the Mulliken spin population.
Atoms and positions in Å:
Tc1 0.01 0.33 0.21  0.90
O1 2.97 -0.94 1.59  0.00
Cl1 1.61 -1.23 1.70  0.00
O2 1.28 -2.25 2.60  0.00
O3 0.82 0.06 2.03  0.02
O4 1.00 -1.48 0.33  0.00
I1 -2.51 0.97 0.87  0.00
C1 -1.62 -0.94 0.57  -0.05
H1 -2.11 -1.47 -0.24  0.00
H2 -1.62 -1.50 1.51  0.01
C2 3.76 2.13 -0.33  0.00
Si1 2.75 1.40 -1.70  0.01
C3 3.47 -0.14 -2.44  0.00
C4 2.16 2.63 -2.95  0.00
O5 1.28 0.89 -0.91  0.10
H3 4.67 2.56 -0.75  0.00
H4 4.06 1.38 0.40  0.00
H5 3.22 2.93 0.18  0.00
H6 4.37 0.11 -3.00  0.00
H7 2.77 -0.62 -3.13  0.00
H8 3.76 -0.86 -1.67  0.00
H9 3.02 3.05 -3.48  0.00
H10 1.63 3.46 -2.47  0.00
H11 1.50 2.18 -3.69  0.00

***

Entry 5:
The following is a DFT calculation (ωB97M-V/def2-TZVPD) of a molecular structure, C30H40N2O4PRhS3Si.

Output
* HOMO-LUMO gap (spin up / spin down): 8.66 / 5.83 eV
* DFT total energy: -95595.9611 eV
* HOMO level (spin up / spin down): -13.5 / -14.3 eV
* charge: +2
* 2S+1: 5
* energy relative to the best compared isomer or geometry (same formula, charge and spin): 3.7 kcal/mol

Each line ends with the Mulliken spin population.
Atoms and positions in Å:
Rh1 -0.01 0.20 -0.11  2.23
C1 0.53 -4.48 4.93  0.01
Si1 0.34 -4.67 3.08  -0.01
C2 2.00 -4.67 2.23  0.01
C3 -0.63 -6.22 2.63  0.01
C4 -0.81 -3.20 2.55  0.07
C5 -2.05 -3.14 3.21  -0.05
C6 -2.95 -2.13 2.96  0.13
C7 -2.61 -1.14 2.02  0.02
N1 -1.47 -1.16 1.38  0.11
C8 -0.58 -2.15 1.65  0.11
S1 0.90 -1.91 0.81  0.82
H1 1.13 -5.30 5.32  0.00
H2 -0.43 -4.51 5.46  0.00
H3 1.03 -3.55 5.20  0.00
H4 2.56 -5.52 2.63  0.00
H5 2.59 -3.77 2.45  0.00
H6 1.94 -4.79 1.15  0.00
H7 -0.12 -7.10 3.02  0.00
H8 -0.72 -6.33 1.55  0.00
H9 -1.64 -6.22 3.05  0.00
H10 -2.31 -3.90 3.93  0.00
H11 -3.90 -2.08 3.48  0.00
H12 -3.29 -0.32 1.81  0.00
N2 -1.29 -0.35 -1.71  0.14
S2 -2.72 -1.10 -1.61  0.02
C9 -2.44 -2.86 -1.54  0.01
C10 -1.50 -3.46 -2.37  0.02
C11 -1.31 -4.83 -2.28  0.00
C12 -2.05 -5.58 -1.38  0.00
C13 -2.98 -4.97 -0.55  0.00
C14 -3.17 -3.59 -0.62  0.00
C15 -3.42 -0.92 -3.25  0.01
C16 -3.15 0.24 -3.96  0.00
C17 -3.75 0.43 -5.19  0.00
C18 -4.62 -0.53 -5.70  0.00
C19 -4.89 -1.68 -4.97  0.00
C20 -4.29 -1.88 -3.74  0.00
H13 -0.76 -0.67 -2.51  -0.02
H14 -0.94 -2.88 -3.09  -0.01
H15 -0.60 -5.32 -2.93  0.00
H16 -1.91 -6.65 -1.32  0.00
H17 -3.56 -5.56 0.15  0.00
H18 -3.90 -3.10 0.01  0.00
H19 -2.48 0.98 -3.55  0.00
H20 -3.55 1.33 -5.75  0.00
H21 -5.08 -0.37 -6.66  0.00
H22 -5.57 -2.42 -5.37  0.00
H23 -4.50 -2.79 -3.18  0.00
C21 3.83 1.77 -2.42  0.01
S3 2.88 0.52 -1.56  0.01
O1 1.70 1.31 -0.97  0.05
C22 2.20 -0.38 -2.93  0.00
C23 2.52 -1.73 -3.04  0.02
C24 1.98 -2.47 -4.08  -0.01
C25 1.11 -1.87 -4.98  0.00
C26 0.78 -0.53 -4.85  0.00
C27 1.33 0.23 -3.83  0.00
H24 3.20 2.30 -3.13  0.00
H25 4.65 1.28 -2.93  0.00
H26 4.22 2.45 -1.67  0.00
H27 3.20 -2.19 -2.33  0.00
H28 2.24 -3.52 -4.18  0.00
H29 0.70 -2.45 -5.79  0.00
H30 0.11 -0.07 -5.56  0.00
H31 1.08 1.27 -3.71  0.00
C28 1.19 3.93 1.06  0.00
O2 0.69 2.91 1.95  0.01
P1 -0.49 1.92 1.56  0.23
O3 -1.71 2.86 1.20  0.02
C29 -2.63 2.63 0.12  0.04
O4 -0.91 1.37 2.98  0.02
C30 0.06 0.74 3.83  0.00
H32 1.77 4.60 1.68  0.00
H33 0.35 4.47 0.62  0.00
H34 1.80 3.47 0.29  0.00
H35 -2.98 3.60 -0.21  0.00
H36 -3.47 2.03 0.48  0.00
H37 -2.13 2.12 -0.71  -0.03
H38 -0.49 0.21 4.60  0.00
H39 0.69 1.51 4.29  0.00
H40 0.69 0.05 3.27  0.01

***

Entry 6:
The following is a DFT calculation (ωB97M-V/def2-TZVPD) of a gas-phase ion, C3H4NO2 (charge -1).

Output
* HOMO-LUMO gap: 8.51 eV
* structure (SMILES): O=C([O-])N1CC1
* DFT total energy: -8760.6209 eV
* HOMO level: -4.1 eV
* charge: -1
* energy relative to the best compared isomer or geometry (same formula, charge and spin): 41.3 kcal/mol

Each line ends with the natural charge from an NBO analysis.
Atoms and positions in Å:
O1 1.31 2.85 -0.28  -0.77
C1 0.74 2.11 -1.04  0.85
O2 -0.05 2.31 -1.91  -0.77
N1 0.94 0.61 -0.88  -0.48
C2 -0.36 0.03 -0.66  -0.27
C3 0.55 0.18 0.49  -0.27
H1 -0.50 -0.89 -1.02  0.15
H2 -1.24 0.58 -0.90  0.20
H3 0.20 0.90 1.23  0.20
H4 1.09 -0.81 0.93  0.15

***

no.,maximum force (eV Å⁻¹)
1,4.26
2,1.88
3,9.63
4,0.91
5,0.23
6,4.53